No. 1
ORCA calculation (ωB97M-V with the def2-TZVPD basis set) on a single C4H5NO molecule at a distorted geometry.

Cartesian coordinates (Å):
C1 0.5072 -1.0755 -1.7356
C2 0.2123 -0.5418 -0.4951
O1 -0.9745 -0.4000 0.1622
C3 -0.6697 0.2844 1.2111
C4 0.0097 1.6044 1.2253
N1 0.2607 2.6764 0.5688
H1 -0.3405 -0.9285 -2.7052
H2 1.4344 -1.2791 -2.2060
H3 1.1851 -0.4957 -0.0090
H4 -0.0566 -0.2482 1.9858
H5 -1.5681 0.4036 1.9977

Output
HOMO energy (eV): -9.696
SMILES: C=COCC#N
Net charge: 0
Energy relative to the best compared isomer or geometry (same formula, charge and spin) (kcal per mole): 117.87
2S+1: 1


No. 2
ORCA calculation (ωB97M-V with the def2-TZVPD basis set) on a molecular structure, C37H35N6O4W.

Cartesian coordinates (Å):
W1 -0.1715 -0.8042 -1.2052
C1 -2.8022 0.1972 -2.9757
O1 -1.6944 0.5679 -2.1287
C2 -1.5843 1.9129 -1.7850
C3 -2.6061 2.8329 -1.9201
C4 -2.3682 4.1418 -1.5243
C5 -1.1362 4.5168 -1.0100
C6 -0.1175 3.5870 -0.8857
C7 -0.3486 2.2769 -1.2749
N1 0.6188 1.2320 -1.1844
N2 1.8032 1.6448 -1.0365
C8 2.8546 0.7911 -1.0872
C9 2.7449 -0.4519 -1.7402
O2 1.6019 -0.9138 -2.1499
C10 3.9285 -1.1838 -2.0409
C11 5.1329 -0.7160 -1.6305
C12 5.2810 0.5238 -0.9378
C13 6.5488 0.9785 -0.5271
C14 6.6816 2.1859 0.1078
C15 5.5447 2.9739 0.3425
C16 4.2973 2.5463 -0.0408
C17 4.1407 1.3077 -0.6856
H1 -3.7050 0.1046 -2.3734
H2 -2.5375 -0.7444 -3.4398
H3 -2.9245 0.9569 -3.7439
H4 -3.5717 2.5467 -2.3097
H5 -3.1594 4.8731 -1.6184
H6 -0.9672 5.5380 -0.6981
H7 0.8478 3.8585 -0.4867
H8 3.8239 -2.1147 -2.5801
H9 6.0285 -1.2905 -1.8369
H10 7.4164 0.3615 -0.7256
H11 7.6557 2.5351 0.4213
H12 5.6520 3.9324 0.8336
H13 3.4286 3.1630 0.1447
C18 2.0007 0.5589 3.6091
C19 1.7174 1.0874 2.2021
C20 0.3247 1.6563 2.0693
C21 0.0701 2.9214 2.5916
C22 -1.1908 3.4860 2.5215
C23 -2.2260 2.7766 1.9371
C24 -2.0217 1.5080 1.4045
C25 -3.2100 0.7555 0.8641
C26 -4.0873 0.2165 1.9941
C27 -0.7346 0.9676 1.4674
N3 -0.4415 -0.3065 0.8602
C28 -0.2109 -1.3178 1.6663
C29 0.3747 -2.4728 1.1324
C30 0.7480 -3.7250 1.6178
C31 1.3054 -4.4088 0.5339
C32 1.2580 -3.5522 -0.5668
N4 0.6978 -2.3808 -0.2101
H14 3.0245 0.1939 3.6907
H15 1.3306 -0.2623 3.8698
H16 1.8578 1.3415 4.3550
H17 1.8905 0.2955 1.4715
H18 2.4372 1.8755 1.9702
H19 0.8836 3.4671 3.0566
H20 -1.3681 4.4741 2.9258
H21 -3.2201 3.2066 1.8906
H22 -2.8920 -0.0728 0.2315
H23 -3.7981 1.4363 0.2418
H24 -3.5245 -0.4715 2.6242
H25 -4.9474 -0.3245 1.5988
H26 -4.4529 1.0334 2.6176
H27 -0.4400 -1.2252 2.7229
H28 0.6396 -4.0774 2.6307
H29 1.7216 -5.4025 0.5396
H30 1.5887 -3.7195 -1.5804
C33 -4.2270 -4.6666 0.2683
N5 -3.3389 -3.9722 -0.6644
C34 -3.0815 -4.4642 -1.8965
C35 -2.2051 -3.8823 -2.7539
C36 -1.5719 -2.7181 -2.2661
O3 -0.6467 -2.0539 -2.8636
N6 -1.8767 -2.1879 -1.0696
C37 -2.6878 -2.8315 -0.1648
O4 -2.8735 -2.4674 0.9734
H31 -4.7564 -5.4459 -0.2726
H32 -4.9366 -3.9586 0.6876
H33 -3.6501 -5.1008 1.0825
H34 -3.6160 -5.3690 -2.1537
H35 -1.9742 -4.2877 -3.7245

Output
HOMO energy (spin up / spin down) (eV): -9.895 / -10.566
Net charge: +1
Energy relative to the best compared isomer or geometry (same formula, charge and spin) (kcal per mole): 0.00
⟨S²⟩: 2.032
2S+1: 3


No. 3
ORCA calculation (ωB97M-V with the def2-TZVPD basis set) on a molecular structure, C35H59CsI2N8O4PS2SeSi at a distorted geometry.

Cartesian coordinates (Å):
Cs1 0.0770 -0.2890 0.6404
C1 -1.0820 -3.4768 2.4169
N1 -0.0624 -3.1540 3.3515
C2 -0.4809 -3.0069 4.7803
C3 1.2542 -3.3446 2.9624
N2 1.5851 -2.8972 1.7623
C4 2.4719 -3.5072 0.9487
C5 2.8186 -4.9097 1.0540
C6 3.9391 -5.4791 0.4568
C7 4.5727 -4.7367 -0.5762
C8 4.1878 -3.3788 -0.7666
C9 3.0765 -2.7838 -0.1274
N3 2.7617 -1.5130 -0.5192
C10 3.4449 -0.5825 -1.2511
N4 4.7351 -0.2285 -0.9423
C11 5.0995 -0.0537 0.4871
C12 5.7758 -0.2106 -1.9456
N5 2.9307 0.0162 -2.3601
C13 1.6599 -0.4050 -2.8701
C14 3.3359 1.3953 -2.8176
N6 2.1417 -3.6527 4.0600
C15 2.1455 -4.8260 4.8933
C16 3.4185 -3.0346 3.9912
H1 -1.2286 -4.6019 2.5052
H2 -0.8735 -3.2650 1.3268
H3 -2.0522 -3.0179 2.6707
H4 -0.8073 -4.0540 5.0336
H5 -1.2865 -2.2840 4.7781
H6 0.4193 -2.6805 5.2835
H7 2.1734 -5.5625 1.6817
H8 4.1698 -6.5045 0.7144
H9 5.5133 -5.1061 -1.0197
H10 4.7034 -2.8538 -1.5055
H11 5.8448 -0.8792 0.7261
H12 4.1340 -0.2627 1.0464
H13 5.6250 0.8897 0.7984
H14 5.8778 0.7504 -2.5225
H15 5.6577 -1.0076 -2.6684
H16 6.6907 -0.3795 -1.3420
H17 1.4103 -1.4530 -2.5779
H18 1.7709 -0.5883 -3.9605
H19 0.8457 0.3539 -2.7014
H20 3.6242 1.9990 -1.8782
H21 2.4991 1.8470 -3.2619
H22 4.2090 1.3487 -3.4755
H23 1.4185 -5.5526 4.6236
H24 2.0056 -4.5207 5.9133
H25 3.1938 -5.1803 4.8356
H26 3.4022 -2.0132 3.5284
H27 4.1070 -3.5945 3.3659
H28 3.7774 -2.8053 5.0024
O1 -4.3461 6.5081 2.0255
C17 -4.5424 5.9426 0.7009
C18 -3.6929 4.6382 0.7495
C19 -3.5834 3.7170 -0.2947
C20 -2.7258 2.6513 -0.1549
N7 -1.7333 2.5592 0.7999
C21 -1.8324 3.4150 1.8305
C22 -2.8857 4.4150 1.9027
C23 -0.7845 3.3108 2.8638
C24 -0.7733 4.2810 3.9246
C25 -0.0447 3.9530 5.0637
C26 -0.1922 4.8612 6.3381
O2 1.0016 4.9408 7.0925
C27 0.7234 2.8017 5.0981
C28 0.7146 2.0333 3.9635
N8 -0.0125 2.2737 2.8169
H29 -4.6881 7.4667 2.0435
H30 -4.1421 6.6229 -0.1314
H31 -5.5897 5.6821 0.5711
H32 -4.0957 3.8396 -1.1993
H33 -2.8174 1.7417 -0.7911
H34 -2.9802 5.0572 2.7302
H35 -1.2876 5.2526 3.7947
H36 -1.1446 4.5242 6.8346
H37 -0.3887 5.8801 6.0068
H38 0.8919 4.3715 7.8840
H39 1.4337 2.6312 5.8712
H40 1.2699 1.0923 3.9414
C29 -4.6379 -3.4894 -4.7420
C30 -3.4553 -2.7319 -4.1864
O3 -3.8743 -2.1210 -2.9419
P1 -2.7507 -1.6017 -1.8764
S1 -1.8020 0.1579 -2.5239
S2 -1.4908 -2.9792 -1.3165
O4 -3.7459 -1.3675 -0.6754
C31 -5.1299 -0.8980 -0.7801
C32 -5.5469 -0.5579 0.6345
H41 -4.2772 -4.1458 -5.5621
H42 -5.3199 -2.7656 -5.2296
H43 -5.1806 -4.1104 -3.9912
H44 -3.1637 -1.9129 -4.8229
H45 -2.5993 -3.4433 -3.9594
H46 -5.7034 -1.7325 -1.2220
H47 -5.1369 -0.1258 -1.4889
H48 -5.1719 -1.3347 1.3811
H49 -6.6199 -0.4577 0.6311
H50 -5.1776 0.4122 0.9101
I1 -4.9899 -1.9329 4.2867
I2 -0.9605 -6.8482 4.6437
C33 1.4901 2.4165 -7.0033
Si1 -0.0329 3.1826 -6.2195
C34 -0.5081 4.6068 -7.3017
C35 -1.4674 1.8834 -6.1966
Se1 0.3131 4.1345 -4.1937
H51 2.4597 2.9184 -6.7633
H52 1.4424 2.3382 -8.1065
H53 1.6152 1.3491 -6.5919
H54 -0.6965 4.3286 -8.3640
H55 0.4726 5.1225 -7.3359
H56 -1.3044 5.2839 -6.9465
H57 -1.2464 1.0290 -6.9101
H58 -2.2439 2.3635 -6.8388
H59 -1.9419 1.6023 -5.2225

Output
HOMO energy (spin up / spin down) (eV): -1.730 / -1.730
Net charge: -2
Energy relative to the best compared isomer or geometry (same formula, charge and spin) (kcal per mole): 116.89
⟨S²⟩: 0.753
2S+1: 2